Formula: C50H90Cl30FNO8
Source: the Open Molecules 2025 dataset
Level of theory: wB97M-V/def2-TZVPD

Values from the calculation:
Molar mass ... 1915.86 g/mol
HOMO level ... -9.56 eV
DFT total energy ... -449572.1932 eV
Max |F| ... 0.0633 Eh/bohr
Frontier orbital gap ... 0.36327 hartree

ORCA input file:
```
! wB97M-V def2-TZVPD RIJCOSX def2/J DEFGRID3
* xyz 0 1
C -1.4798 -4.8478 0.0944
C -1.9019 -4.8249 -1.3588
C -1.1851 -3.7683 -2.1775
O -0.9069 -2.5996 -1.4439
C -1.3115 -1.4358 -2.0903
C -1.5514 -0.2707 -1.1554
O -2.8082 0.3198 -1.6980
C -2.7911 1.5565 -1.9921
N -2.8872 2.6800 -2.0562
O -0.5631 0.6711 -1.0959
C -0.2943 1.1101 0.1793
O 0.2958 2.0874 0.3535
C -0.8876 0.1320 1.2082
C -1.3893 0.8997 2.4069
C -1.8733 0.0763 3.5891
C -3.2968 -0.4363 3.4520
C -4.1241 -0.3740 4.7201
C -5.4511 -1.0382 4.4058
O -6.2439 -0.0600 3.7113
C -6.8970 -0.5386 2.6689
C -7.1634 0.4657 1.6036
O -7.2742 -1.6534 2.5709
C 0.3456 -0.7038 1.6168
C 0.8993 -1.6134 0.5849
O 1.4680 -1.3226 -0.3833
F 0.6983 -2.8862 0.8412
C -1.9356 -0.4936 0.3166
O -2.4176 -1.7169 0.7472
C -3.8161 -1.8526 0.6410
C -4.3345 -2.1971 -0.7505
H -0.5159 -5.3060 0.2397
H -1.4345 -3.8724 0.5364
H -2.1767 -5.4192 0.6718
H -1.6995 -5.8030 -1.7556
H -2.9724 -4.7054 -1.3790
H -1.7620 -3.5809 -3.0708
H -0.2389 -4.2024 -2.4708
H -0.5033 -1.1210 -2.7475
H -2.1705 -1.5540 -2.7230
H -2.1825 1.5760 2.1319
H -0.5813 1.5182 2.7606
H -1.8502 0.7295 4.4480
H -1.2434 -0.7573 3.8354
H -3.2439 -1.4728 3.1695
H -3.8302 0.0881 2.6750
H -4.3017 0.6592 4.9622
H -3.6893 -0.9324 5.5293
H -5.2745 -1.9094 3.8096
H -5.9635 -1.2903 5.3149
H -7.9511 0.0875 0.9923
H -6.2919 0.6526 1.0061
H -7.5207 1.3698 2.0600
H 0.1912 -1.2757 2.5106
H 1.1441 -0.0156 1.8513
H -2.7500 0.2134 0.4289
H -4.3605 -0.9994 1.0167
H -4.0713 -2.6736 1.2844
H -3.6018 -2.6840 -1.3583
H -4.7487 -1.3268 -1.2202
H -5.1423 -2.8955 -0.6226
Cl -4.2862 -2.4168 -4.7431
C -4.3002 -1.1581 -6.0130
C -3.3385 -0.0415 -5.7164
Cl -3.8546 0.9285 -4.3079
H -5.3173 -0.7905 -6.1074
H -4.0205 -1.6455 -6.9449
H -3.3008 0.6235 -6.5756
H -2.3387 -0.4212 -5.5183
Cl 3.3710 -0.5486 2.5791
C 3.6486 -0.9737 4.2864
C 2.4527 -1.6358 4.9103
Cl 1.0786 -0.5102 5.0657
H 3.9224 -0.0629 4.8085
H 4.4990 -1.6518 4.3135
H 2.7085 -1.9788 5.9105
H 2.1159 -2.4918 4.3315
Cl -3.6093 0.9310 -8.9887
C -2.6152 2.2634 -9.6469
C -3.1646 3.6152 -9.2870
Cl -4.7113 3.9507 -10.1073
H -2.5550 2.1373 -10.7314
H -1.6180 2.1503 -9.2297
H -2.4619 4.3846 -9.6005
H -3.3235 3.7096 -8.2166
Cl -10.0990 0.8729 3.6612
C -11.5182 0.2682 2.7700
C -11.1333 -0.5110 1.5407
Cl -10.4034 0.5250 0.2839
H -12.1439 1.1197 2.5202
H -12.0682 -0.3776 3.4510
H -12.0200 -0.9631 1.1018
H -10.4246 -1.3012 1.7745
Cl 6.3916 0.9850 3.8999
C 5.5603 2.2493 2.9552
C 6.4517 3.4212 2.6624
Cl 6.8421 4.3520 4.1382
H 4.6757 2.5515 3.5044
H 5.2446 1.7864 2.0232
H 5.9443 4.1013 1.9819
H 7.3850 3.1070 2.2040
Cl 5.9560 1.4392 -0.6553
C 4.4297 1.2219 -1.5480
C 4.6886 0.6246 -2.8977
Cl 5.5960 1.7667 -3.9295
H 3.9477 2.1925 -1.6227
H 3.7872 0.5646 -0.9660
H 3.7458 0.4001 -3.3916
H 5.2641 -0.2928 -2.8333
Cl 8.1808 -3.3509 1.8632
C 9.5657 -2.2355 1.6845
C 9.2363 -0.8841 2.2543
Cl 7.9968 -0.0655 1.2796
H 9.8250 -2.1717 0.6321
H 10.4056 -2.6761 2.2183
H 10.1132 -0.2484 2.2597
H 8.8688 -0.9629 3.2756
Cl -1.7958 -7.5782 3.4377
C -3.1700 -8.2787 2.5457
C -2.7229 -9.0757 1.3494
Cl -2.0208 -8.0376 0.0837
H -3.8305 -7.4667 2.2562
H -3.7023 -8.9269 3.2386
H -3.5773 -9.5848 0.9084
H -1.9831 -9.8224 1.6217
Cl 5.3765 -3.2719 -0.1635
C 3.8159 -3.5788 -0.9756
C 3.9806 -4.3324 -2.2690
Cl 4.7854 -3.3611 -3.5305
H 3.3230 -2.6228 -1.1297
H 3.2120 -4.1680 -0.2885
H 3.0020 -4.6056 -2.6581
H 4.5603 -5.2397 -2.1278
Cl 8.6522 5.4363 -1.9540
C 7.9043 5.0816 -3.5321
C 8.8471 5.3474 -4.6737
Cl 9.1965 7.0861 -4.8775
H 6.9987 5.6737 -3.6150
H 7.6264 4.0286 -3.5210
H 8.4005 4.9999 -5.6031
H 9.7927 4.8326 -4.5336
Cl -7.2268 2.4063 -2.7209
C -8.9641 2.5229 -2.3394
C -9.5190 3.8939 -2.6164
Cl -8.8764 5.1197 -1.4949
H -9.0966 2.2440 -1.2993
H -9.4739 1.7885 -2.9599
H -10.5996 3.8817 -2.4891
H -9.2958 4.2145 -3.6295
Cl 11.9403 -0.1017 3.6802
C 13.2825 1.0637 3.5268
C 12.9201 2.4117 4.0886
Cl 11.6744 3.2283 3.1130
H 13.5518 1.1279 2.4772
H 14.1277 0.6504 4.0732
H 13.7983 3.0538 4.0897
H 12.5514 2.3313 5.1068
Cl 0.8288 2.9769 6.0558
C 2.3175 3.9299 5.8211
C 2.2144 4.8328 4.6206
Cl 2.1638 3.9162 3.0923
H 3.1493 3.2365 5.7312
H 2.4641 4.5258 6.7192
H 3.0856 5.4837 4.5772
H 1.3233 5.4515 4.6668
Cl -0.8091 2.5453 -12.0544
C 0.4307 3.6821 -12.6394
C 1.6061 3.7234 -11.7082
Cl 1.1798 4.4547 -10.1393
H -0.0312 4.6586 -12.7460
H 0.7471 3.3428 -13.6233
H 2.3977 4.3299 -12.1420
H 1.9978 2.7276 -11.5203
Cl -2.0976 -1.9928 8.5798
C -0.8791 -0.7031 8.3943
C -1.3864 0.6319 8.8689
Cl -2.6757 1.2687 7.8185
H -0.5861 -0.6671 7.3497
H -0.0139 -0.9960 8.9857
H -0.5748 1.3571 8.8526
H -1.7756 0.5752 9.8811
*
```

Atom charges from the Löwdin analysis, given in e for atoms 1 to 99:
1. C -0.134
2. C -0.217
3. C -0.195
4. O -0.122
5. C -0.097
6. C -0.293
7. O -0.001
8. C -0.520
9. N 0.187
10. O 0.137
11. C -0.403
12. O 0.222
13. C -0.230
14. C -0.094
15. C -0.185
16. C -0.196
17. C -0.160
18. C -0.153
19. O 0.016
20. C -0.620
21. C 0.002
22. O 0.114
23. C -0.047
24. C -0.522
25. O 0.182
26. F 0.146
27. C -0.179
28. O -0.052
29. C -0.221
30. C -0.025
31. H 0.070
32. H 0.042
33. H 0.023
34. H 0.081
35. H 0.093
36. H 0.105
37. H 0.122
38. H 0.153
39. H 0.096
40. H 0.139
41. H 0.118
42. H 0.100
43. H 0.057
44. H 0.104
45. H 0.103
46. H 0.114
47. H 0.106
48. H 0.114
49. H 0.126
50. H 0.019
51. H 0.081
52. H 0.074
53. H 0.093
54. H 0.061
55. H 0.163
56. H 0.096
57. H 0.120
58. H 0.046
59. H 0.072
60. H 0.084
61. Cl 0.559
62. C -0.655
63. C -0.637
64. Cl 0.693
65. H 0.072
66. H 0.067
67. H -0.014
68. H 0.074
69. Cl 0.670
70. C -0.640
71. C -0.607
72. Cl 0.636
73. H 0.038
74. H 0.077
75. H 0.077
76. H 0.074
77. Cl 0.595
78. C -0.708
79. C -0.655
80. Cl 0.543
81. H -0.037
82. H 0.065
83. H 0.067
84. H 0.071
85. Cl 0.587
86. C -0.649
87. C -0.629
88. Cl 0.600
89. H 0.067
90. H 0.073
91. H 0.073
92. H 0.071
93. Cl 0.555
94. C -0.681
95. C -0.654
96. Cl 0.527
97. H 0.020
98. H 0.009
99. H 0.076